Entry from the OMol25 dataset: C3H4F2S2 in the gas phase at a distorted geometry (ωB97M-V with the def2-TZVPD basis set).

Summary:
HOMO energy	-9.2	eV
energy relative to the best compared isomer or geometry (same formula, charge and spin)	28.74	kcal/mol
HOMO-LUMO gap	8.237	eV
SMILES	FC(F)CC(=S)S
electronic energy	-30279.7719	eV

Cartesian coordinates (Å):
F 0.544 1.842 -1.710
C 0.200 1.314 -0.545
F -1.227 1.526 -0.257
C 0.247 -0.153 -0.651
C 0.041 -0.924 0.762
S 1.425 -0.940 1.807
S -1.493 -1.851 0.709
H 0.758 1.860 0.276
H -0.412 -0.351 -1.485
H 1.349 -0.229 -1.019
H -1.432 -2.093 2.115



Entry from the OMol25 dataset: a gas-phase ion, C3H4F3O3S (charge -1) at a distorted geometry (ωB97M-V with the def2-TZVPD basis set).

Summary:
HOMO energy	-4.4	eV
energy relative to the best compared isomer or geometry (same formula, charge and spin)	8.30	kcal/mol
HOMO-LUMO gap	8.196	eV
charge	-1
electronic energy	-28305.9646	eV

Cartesian coordinates (Å):
C 1.594 0.350 -0.088
C 0.271 0.994 0.379
C -1.002 -0.270 0.849
O -0.905 -1.860 -1.303
O -2.632 -0.181 -1.403
O 1.461 -0.388 -1.317
F 0.655 1.814 1.433
F -1.742 0.292 1.834
F -0.309 -1.314 1.517
S -2.100 -1.265 -0.602
H 2.089 -0.377 0.706
H 2.229 1.264 -0.104
H -0.144 1.618 -0.426
H 0.535 -0.676 -1.474



Entry from the OMol25 dataset: a molecular structure, C3H4FN at a distorted geometry (ωB97M-V with the def2-TZVPD basis set).

Summary:
HOMO energy	-11.8	eV
energy relative to the best compared isomer or geometry (same formula, charge and spin)	39.41	kcal/mol
HOMO-LUMO gap	12.372	eV
electronic energy	-7380.8268	eV

Cartesian coordinates (Å):
C -0.046 -1.698 0.372
C -0.311 0.815 -0.634
C 0.488 0.149 0.332
N -0.469 -2.688 0.657
F 0.136 0.498 1.581
H 0.201 1.714 -0.927
H -1.277 1.050 -0.340
H -0.381 0.140 -1.451
H 1.659 0.019 0.412



Entry from the OMol25 dataset: C3H4FN in the gas phase at a distorted geometry (ωB97M-V with the def2-TZVPD basis set).

Summary:
HOMO energy (alpha / beta)	-8.2 / -8.2	eV
energy relative to the best compared isomer or geometry (same formula, charge and spin)	66.36	kcal/mol
HOMO-LUMO gap (alpha / beta)	8.261 / 8.262	eV
SMILES	C=N/C=C/F
electronic energy	-7379.6585	eV

Cartesian coordinates (Å):
C 1.833 0.330 0.550
N 0.921 -0.100 -0.147
C -0.370 -0.200 0.228
C -1.534 -0.109 -0.857
F -2.804 -0.535 -0.538
H 2.771 0.264 0.062
H 1.501 0.886 1.446
H -0.844 -0.604 1.176
H -1.475 0.070 -1.919



Entry from the OMol25 dataset: a molecular structure, C3H4FN at a distorted geometry (ωB97M-V with the def2-TZVPD basis set).

Summary:
HOMO energy	-10.6	eV
energy relative to the best compared isomer or geometry (same formula, charge and spin)	34.81	kcal/mol
HOMO-LUMO gap	11.517	eV
electronic energy	-7381.0266	eV

Cartesian coordinates (Å):
C 0.282 1.144 0.107
C 0.536 -0.818 -0.298
C -0.697 -0.032 0.411
N 1.301 0.530 -0.381
F -1.954 -0.126 -0.238
H 0.142 2.157 0.166
H 1.115 -1.671 0.199
H 0.243 -0.960 -1.345
H -0.969 -0.225 1.380



Entry from the OMol25 dataset: a molecular structure, C3H4FNO at a distorted geometry (ωB97M-V with the def2-TZVPD basis set).

Summary:
HOMO energy	-9.4	eV
energy relative to the best compared isomer or geometry (same formula, charge and spin)	48.27	kcal/mol
HOMO-LUMO gap	10.404	eV
electronic energy	-9428.5232	eV

Cartesian coordinates (Å):
C -0.806 -0.059 -0.914
C -1.448 -0.751 0.024
C 0.391 -0.065 0.033
N 1.033 1.023 0.670
O -0.366 -0.906 0.909
F 1.372 -0.965 -0.624
H -1.063 0.405 -1.882
H -2.521 -0.941 0.348
H 1.799 0.662 1.386
H 1.610 1.597 0.049



Entry from the OMol25 dataset: C3H4FNS in the gas phase at a distorted geometry (ωB97M-V with the def2-TZVPD basis set).

Summary:
HOMO energy	-8.9	eV
energy relative to the best compared isomer or geometry (same formula, charge and spin)	36.30	kcal/mol
HOMO-LUMO gap	9.512	eV
SMILES	F/C=C/N=C\S
electronic energy	-18216.4244	eV

Cartesian coordinates (Å):
F -2.846 0.713 0.691
C -1.609 0.512 0.201
C -0.930 -0.621 0.372
N 0.187 -1.018 -0.334
C 1.305 -0.487 -0.343
S 1.764 1.046 0.321
H -1.344 1.100 -0.543
H -1.241 -1.419 1.134
H 2.051 -0.964 -0.959
H 2.661 1.139 -0.540



Entry from the OMol25 dataset: C3H4FNS in the gas phase at a distorted geometry (ωB97M-V with the def2-TZVPD basis set).

Summary:
HOMO energy	-8.8	eV
energy relative to the best compared isomer or geometry (same formula, charge and spin)	20.28	kcal/mol
HOMO-LUMO gap	9.436	eV
SMILES	F/C=C/N=C\S
electronic energy	-18217.1193	eV

Cartesian coordinates (Å):
F -2.864 -0.685 -0.020
C -1.585 -0.358 -0.263
C -0.994 0.643 0.383
N 0.249 1.133 0.081
C 1.301 0.480 -0.088
S 1.521 -1.268 0.132
H -1.158 -0.944 -1.064
H -1.519 1.219 1.133
H 2.197 1.007 -0.379
H 2.851 -1.227 0.085



Entry from the OMol25 dataset: 2 unconnected molecules or ions with the total composition C3H4FP at a distorted geometry (ωB97M-V with the def2-TZVPD basis set).

Summary:
HOMO energy (alpha / beta)	-8.2 / -7.5	eV
energy relative to the best compared isomer or geometry (same formula, charge and spin)	72.74	kcal/mol
HOMO-LUMO gap (alpha / beta)	7.476 / 6.509	eV
electronic energy	-15177.6071	eV

Cartesian coordinates (Å):
C 0.337 1.660 -0.435
C 0.283 0.459 -0.252
C 0.878 -0.834 0.148
F -2.919 -0.226 0.844
P -2.215 -0.453 -0.609
H 0.129 2.670 -0.498
H 1.767 -0.440 0.685
H 1.350 -1.311 -0.672
H 0.390 -1.524 0.789



Entry from the OMol25 dataset: a molecular structure, C3H4FeO2 at a distorted geometry (ωB97M-V with the def2-TZVPD basis set).

Summary:
HOMO energy (alpha / beta)	-25.7 / -25.0	eV
energy relative to the best compared isomer or geometry (same formula, charge and spin)	34.43	kcal/mol
HOMO-LUMO gap (alpha / beta)	9.030 / 6.354	eV
multiplicity	6
charge	+3
electronic energy	-41611.6161	eV

Cartesian coordinates (Å):
C 0.290 -0.766 0.109
C 1.481 -0.482 -0.269
H 1.389 0.955 -0.199
H 2.231 -1.101 -0.743
O -0.807 -1.462 -0.216
H -0.683 -2.421 -0.204
C 0.006 1.821 0.286
O -0.681 0.743 0.436
Fe -2.581 0.030 0.277
H -0.644 2.683 0.523